Entry 1:
# C4H6ClF

A single C4H6ClF molecule at a distorted geometry (ωB97M-V/def2-TZVPD, the OMol25 dataset).

```
12
C4H6ClF ωB97M-V/def2-TZVPD
C -2.06095 -0.96774 1.34242
C -1.10658 -1.25161 0.42774
C 0.40617 -0.93230 0.63671
C 0.94429 0.01064 -0.29497
F 0.80000 -0.30719 -1.57360
Cl 0.37587 1.62418 -0.23627
H -1.99598 -0.25419 2.34314
H -3.15032 -1.16951 0.89874
H -1.33955 -2.03908 -0.49870
H 0.78050 -0.57794 1.68549
H 1.00136 -1.89125 0.80392
H 2.01670 -0.06824 0.27513
```

Calculated values
* electronic energy: -715.95560 Ha
* structure (SMILES): C=CC[C@@H](F)Cl
* ΔE to the lowest compared entry with this formula, charge and spin: 59.9 kcal/mol
* orbital gap: 0.4017 Eh
* highest occupied orbital energy: -10.12 eV
* lowest unoccupied orbital energy: 0.8 eV

---

Entry 2:
# C44H55BGaN7S4

A molecular structure, C44H55BGaN7S4 (ωB97M-V/def2-TZVPD, the OMol25 dataset).

```
112
C44H55BGaN7S4 ωB97M-V/def2-TZVPD
Ga 0.75781 -3.57894 0.05839
C -1.03959 -2.11373 -4.21665
C -0.69130 -0.99081 -3.28679
C -1.17270 0.26619 -3.47183
C -0.82215 1.32102 -2.59186
N -0.10766 1.08088 -1.52988
N 0.38195 -0.16174 -1.34562
B 1.31720 -0.11527 -0.13250
N 0.71761 0.28299 1.21086
N 0.76082 1.63030 1.37919
C 0.38682 2.12264 2.51954
C -0.05047 1.26774 3.56972
C -0.10704 -0.07461 3.41117
C -0.57939 -0.97774 4.51257
C 0.31267 -0.60071 2.14154
S 0.23817 -2.30441 1.99458
C 0.47843 3.62247 2.75686
C 0.86573 4.37629 1.48664
C 1.54898 3.85735 3.83677
C -0.88491 4.13948 3.25058
N 2.58992 -0.91457 -0.07900
N 2.75774 0.39374 -0.38328
C 3.92464 0.95767 -0.51740
C 5.03307 0.09280 -0.26597
C 4.89161 -1.21603 0.07568
C 6.06780 -2.09495 0.34205
C 3.55401 -1.78671 0.17613
S 3.26469 -3.39192 0.53541
C 4.08025 2.41748 -0.88089
C 2.76331 2.99927 -1.39090
C 4.53941 3.15642 0.39022
C 5.14752 2.53893 -1.98046
C 0.19090 -1.19475 -2.18151
S 1.07231 -2.67139 -2.07757
C -1.17735 2.76361 -2.92479
C -1.03725 3.67061 -1.70339
C -0.18743 3.21523 -4.01689
C -2.60296 2.86247 -3.48041
H -1.84787 -1.81821 -4.88323
H -1.33475 -3.00408 -3.66057
H -0.17350 -2.39407 -4.82127
H -1.82647 0.46592 -4.31238
H -0.32360 1.69548 4.52638
H -0.83236 -0.39414 5.39563
H 0.18617 -1.71062 4.77644
H -1.46029 -1.54236 4.19673
H 1.89659 4.15871 1.19140
H 0.78775 5.44933 1.67057
H 0.20382 4.11979 0.65865
H 2.50389 3.40516 3.55279
H 1.24974 3.45020 4.80648
H 1.70667 4.93124 3.96168
H -1.67616 3.92845 2.52312
H -0.82898 5.22271 3.38381
H -1.17538 3.71085 4.21338
H 6.02903 0.50654 -0.35428
H 6.99919 -1.53813 0.28000
H 6.09150 -2.91894 -0.37601
H 5.98294 -2.55223 1.33043
H 1.95487 2.88985 -0.66612
H 2.46248 2.50505 -2.32051
H 2.89768 4.06250 -1.60223
H 3.80376 3.05224 1.19425
H 4.65244 4.21899 0.16315
H 5.50305 2.78588 0.75003
H 4.87436 1.95927 -2.86721
H 6.13546 2.21630 -1.64397
H 5.22901 3.58726 -2.27367
H -0.07023 3.53402 -1.22117
H -1.82368 3.46745 -0.97092
H -1.12594 4.71305 -2.01679
H 0.84279 3.21276 -3.64738
H -0.43323 4.23251 -4.32998
H -0.24244 2.56992 -4.89848
H -3.33363 2.43110 -2.79589
H -2.71126 2.38481 -4.45622
H -2.85260 3.91697 -3.61263
C -5.08328 -0.36578 2.52709
C -4.43937 -0.08019 1.15850
C -3.17128 0.73990 1.39888
C -5.41400 0.73687 0.29977
C -4.13409 -1.41713 0.48319
C -5.21536 -2.24983 0.13004
C -5.03215 -3.52907 -0.33897
C -3.72838 -4.00492 -0.44370
S -3.19808 -5.60963 -0.81532
C -1.57634 -5.13463 -0.51083
N -1.40850 -3.86855 -0.23960
C -2.63193 -3.19351 -0.15272
C -2.84226 -1.88092 0.28918
C -0.44682 -6.06875 -0.45325
C -0.58315 -7.42824 -0.72331
C 0.51192 -8.26522 -0.58061
C 1.73193 -7.74680 -0.16885
C 1.86647 -6.38572 0.08755
C 0.77899 -5.53635 -0.04705
H -5.26675 0.57296 3.05975
H -4.42523 -0.98808 3.13948
H -6.03884 -0.88385 2.42382
H -3.44370 1.70904 1.82568
H -2.61138 0.92520 0.47882
H -2.51226 0.23564 2.11659
H -5.54785 1.73503 0.72672
H -6.39986 0.27182 0.24453
H -5.03798 0.84256 -0.71928
H -6.22971 -1.89035 0.26451
H -5.88051 -4.16364 -0.57110
H -1.98534 -1.27626 0.55742
H -1.53934 -7.83420 -1.03710
H 0.41298 -9.32405 -0.78561
H 2.58662 -8.40300 -0.05219
H 2.83085 -5.99912 0.39364
```

Calculated values
* electronic energy: -5635.02382 Ha
* orbital gap: 0.2564 Eh
* charge: +2
* highest occupied orbital energy: -12.81 eV
* lowest unoccupied orbital energy: -5.8 eV

---

Entry 3:
# C2H8NO3PS

2 unconnected molecules or ions with the total composition C2H8NO3PS at a distorted geometry (ωB97M-V/def2-TZVPD, the OMol25 dataset).

```
16
C2H8NO3PS ωB97M-V/def2-TZVPD
O 3.07141 0.97175 0.46037
P 1.58070 0.41709 0.22461
O 1.39832 0.28962 -1.39918
S 2.06773 -1.63646 0.61431
H 3.64150 0.93030 -0.34777
H 0.44215 0.05239 -1.39183
H 2.51894 -1.03702 1.81885
C -1.79817 1.72620 0.83886
N -2.08376 0.51274 0.54794
O -1.15822 -0.14314 -0.16813
C -1.48457 -1.50188 -0.58717
H -2.43808 2.47628 1.22026
H -0.89078 2.26926 0.24339
H -0.54318 -2.04023 -0.63626
H -2.14578 -1.55706 -1.62870
H -2.17820 -1.72983 0.19046
```

Calculated values
* electronic energy: -1100.93746 Ha
* structure (SMILES): OP(O)S.C=NOC
* ΔE to the lowest compared entry with this formula, charge and spin: 95.3 kcal/mol
* orbital gap: 0.3447 Eh
* highest occupied orbital energy: -8.66 eV
* lowest unoccupied orbital energy: 0.7 eV

---

Entry 4:
# C3H5BrS

2 unconnected molecules or ions with the total composition C3H5BrS at a distorted geometry (ωB97M-V/def2-TZVPD, the OMol25 dataset).

```
10
C3H5BrS ωB97M-V/def2-TZVPD
C 0.66586 1.35960 -0.21244
C 0.75802 -0.04419 -0.35707
C -0.97994 -1.08137 0.31737
S 0.10064 2.34747 -1.38682
Br -1.23742 -0.57005 2.11602
H 1.03945 1.79292 0.70848
H 0.67251 -0.44207 -1.35769
H 1.45200 -0.57102 0.28131
H -1.75161 -0.67408 -0.31763
H -0.71949 -2.11721 0.20848
```

Calculated values
* electronic energy: -3089.41139 Ha
* ΔE to the lowest compared entry with this formula, charge and spin: 48.7 kcal/mol
* orbital gap (alpha / beta): 0.2832 / 0.2832 Eh
* highest occupied orbital energy (alpha / beta): -8.76 / -8.76 eV
* lowest unoccupied orbital energy (alpha / beta): -1.1 / -1.1 eV

---

Entry 5:
# C4H8N2O2S

A single C4H8N2O2S molecule at a distorted geometry (ωB97M-V/def2-TZVPD, the OMol25 dataset).

```
17
C4H8N2O2S ωB97M-V/def2-TZVPD
C -0.01869 0.22603 0.87150
C -0.62787 1.00556 -0.32341
C 0.42727 -1.68935 -0.41059
C -0.53441 -1.05055 -1.45675
N 0.52141 -0.88282 0.77547
N -0.17450 0.39070 -1.54294
O -0.34411 2.58903 2.26720
O 1.91241 1.30471 2.40889
S 0.22212 1.29772 2.49267
H -1.74212 0.68447 -0.16897
H -0.63604 2.07661 -0.30633
H 0.05811 -2.72237 -0.13499
H 1.39676 -1.69304 -0.88227
H -0.46891 -1.58662 -2.42462
H -1.62055 -1.07989 -1.26516
H -0.61351 0.74139 -2.30833
H 2.24260 0.38842 2.40863
```

Calculated values
* electronic energy: -815.30896 Ha
* ΔE to the lowest compared entry with this formula, charge and spin: 61.5 kcal/mol
* orbital gap: 0.3475 Eh
* highest occupied orbital energy: -8.71 eV
* lowest unoccupied orbital energy: 0.7 eV

---

Entry 6:
# C38H41Cl2NO8TaTe

A molecular structure, C38H41Cl2NO8TaTe at a distorted geometry (ωB97M-V/def2-TZVPD, the OMol25 dataset).

```
92
C38H41Cl2NO8TaTe ωB97M-V/def2-TZVPD
Ta -1.05232 -2.01449 0.04784
Cl -1.56507 -4.49201 1.40859
C -0.20945 -4.45462 2.56932
Cl 0.54247 -2.84892 2.61610
H 0.53088 -5.16826 2.23692
H -0.60554 -4.68131 3.54775
C -4.44210 1.15889 -4.67480
O -3.10711 1.53145 -5.01923
C -2.11435 1.13168 -4.22911
C -0.82632 1.53100 -4.61018
C 0.25155 1.15748 -3.85513
C 0.11449 0.40138 -2.67657
C 1.28894 0.03987 -1.87322
C 2.65549 0.24262 -2.46329
O 1.19569 -0.41174 -0.73236
C -1.18484 0.03445 -2.32378
O -1.40895 -0.69500 -1.20035
C -2.29314 0.36512 -3.08242
H -5.08024 1.62564 -5.41383
H -4.70619 1.52710 -3.68195
H -4.56525 0.07542 -4.71758
H -0.71016 2.11887 -5.51226
H 1.23885 1.46611 -4.17855
H 2.72949 -0.20674 -3.45494
H 3.39362 -0.19734 -1.79898
H 2.86467 1.31050 -2.57226
H -3.26584 0.01281 -2.76682
O -1.17560 -3.48395 -1.53929
C -0.01427 -3.93985 -1.23914
O 0.62665 -3.20369 -0.37214
C 0.53599 -5.16830 -1.74944
C -0.24145 -5.95178 -2.60223
C 0.23772 -7.15460 -3.10553
C 1.51198 -7.51476 -2.72560
O 2.18989 -8.61609 -3.07992
C 3.48291 -8.54462 -2.45082
O 3.49791 -7.33532 -1.68374
C 2.29693 -6.73003 -1.87810
C 1.84473 -5.55106 -1.37007
H -1.23403 -5.61040 -2.86611
H -0.35088 -7.77938 -3.76406
H 4.25016 -8.50458 -3.21679
H 3.60713 -9.39838 -1.79412
H 2.44854 -4.93021 -0.72122
C -3.46219 -0.93254 3.52729
C -2.33920 -0.63940 2.58397
O -1.63278 0.45624 2.93478
N -2.05956 -1.31030 1.54035
Te 0.01294 0.80223 1.85997
C 0.79600 2.04344 3.33631
C 2.01728 1.62482 3.90574
C 2.66344 0.29057 3.61680
C 2.64313 2.48807 4.79024
C 2.09998 3.72774 5.11608
C 2.78900 4.63438 6.09475
C 0.88767 4.09629 4.54403
C 0.20933 3.27921 3.64955
C -1.09787 3.76631 3.08065
C -0.49258 2.23895 0.40147
C 0.66218 2.85067 -0.12256
C 2.06363 2.63491 0.40691
C 0.50156 3.71670 -1.19478
C -0.74288 3.97194 -1.75948
C -0.88641 4.91397 -2.92062
C -1.85128 3.34862 -1.20642
C -1.76481 2.48141 -0.12251
C -3.04689 1.88432 0.39118
H -3.59284 -0.13619 4.25328
H -3.24550 -1.86695 4.05020
H -4.37828 -1.08326 2.95688
H 2.03581 -0.53546 3.95063
H 3.60749 0.20699 4.15235
H 2.88758 0.14049 2.55705
H 3.58296 2.18562 5.24194
H 3.85735 4.42870 6.14546
H 2.37457 4.48872 7.09544
H 2.64685 5.68203 5.83111
H 0.44917 5.05453 4.80647
H -1.60879 4.38493 3.81732
H -1.77119 2.95581 2.81567
H -0.93594 4.37787 2.18868
H 2.26792 1.60727 0.71942
H 2.27923 3.28962 1.25433
H 2.78908 2.84934 -0.37618
H 1.38288 4.19859 -1.60885
H 0.00990 4.91723 -3.54056
H -1.04397 5.93402 -2.56496
H -1.73948 4.64582 -3.54440
H -2.83423 3.54663 -1.62564
H -3.84341 2.62710 0.34195
H -2.98034 1.55878 1.42031
H -3.35005 1.03026 -0.22223
```

Calculated values
* electronic energy: -3374.29140 Ha
* ΔE to the lowest compared entry with this formula, charge and spin: 39.0 kcal/mol
* orbital gap (alpha / beta): 0.2556 / 0.2500 Eh
* charge: +2
* highest occupied orbital energy (alpha / beta): -12.56 / -12.66 eV
* lowest unoccupied orbital energy (alpha / beta): -5.6 / -5.9 eV
* <S²>: 0.755
* multiplicity: 2

---

Q: What is the formula in the fifth record?
A: C4H8N2O2S